{
  "formula": "C39H56As2F3O2SeZr",
  "method": "ωB97M-V with the def2-TZVPD basis set",
  "symbols": ["Zr", "C", "C", "C", "C", "C", "C", "C", "Se", "C", "C", "C", "C", "C", "C", "O", "C", "C", "C", "C", "C", "C", "C", "C", "C", "O", "C", "C", "C", "C", "C", "C", "H", "H", "H", "H", "H", "H", "H", "H", "H", "H", "H", "H", "H", "H", "H", "H", "H", "H", "H", "H", "H", "H", "H", "H", "H", "H", "H", "H", "H", "H", "H", "H", "H", "H", "H", "H", "H", "H", "H", "H", "C", "As", "C", "C", "C", "C", "C", "C", "C", "As", "C", "C", "H", "H", "H", "H", "H", "H", "H", "H", "H", "H", "H", "H", "H", "H", "H", "H", "F", "C", "F", "F"],
  "positions_angstrom": [[-0.033, 2.122, 0.843], [-5.631, -3.321, 2.182], [-4.626, -3.247, 1.023], [-5.397, -3.019, -0.279], [-3.870, -4.581, 0.911], [-3.616, -2.135, 1.285], [-3.480, -1.031, 0.458], [-2.460, -0.127, 0.690], [-2.216, 1.372, -0.533], [-1.068, 0.418, -1.769], [-1.664, -0.465, -2.649], [-0.875, -1.236, -3.482], [0.499, -1.084, -3.344], [1.138, -0.214, -2.464], [0.319, 0.618, -1.667], [0.743, 1.618, -0.837], [2.673, -0.287, -2.488], [3.360, 0.524, -1.397], [3.111, -1.748, -2.295], [3.175, 0.227, -3.846], [-1.442, -2.218, -4.499], [-2.972, -2.243, -4.473], [-0.929, -3.632, -4.187], [-0.987, -1.803, -5.907], [-1.548, -0.268, 1.745], [-0.474, 0.552, 1.779], [-1.773, -1.285, 2.689], [-2.778, -2.201, 2.396], [-1.004, -1.468, 4.011], [-0.090, -0.297, 4.403], [-2.030, -1.614, 5.148], [-0.147, -2.738, 3.920], [-6.372, -4.097, 1.983], [-5.138, -3.561, 3.125], [-6.151, -2.369, 2.301], [-6.063, -3.862, -0.458], [-6.008, -2.116, -0.226], [-4.719, -2.940, -1.132], [-4.568, -5.387, 0.676], [-3.119, -4.534, 0.119], [-3.365, -4.837, 1.842], [-4.150, -0.858, -0.373], [-2.744, -0.527, -2.656], [1.131, -1.692, -3.978], [3.009, 0.205, -0.414], [4.437, 0.363, -1.447], [3.174, 1.587, -1.524], [2.709, -2.151, -1.363], [2.787, -2.392, -3.113], [4.201, -1.796, -2.248], [2.865, 1.262, -4.002], [4.265, 0.184, -3.881], [2.781, -0.372, -4.667], [-3.347, -2.553, -3.495], [-3.390, -1.265, -4.719], [-3.336, -2.957, -5.211], [-1.217, -3.932, -3.178], [-1.357, -4.345, -4.894], [0.157, -3.695, -4.263], [-1.342, -0.799, -6.145], [0.100, -1.810, -5.997], [-1.391, -2.496, -6.647], [-2.923, -3.022, 3.087], [-0.625, 0.652, 4.370], [0.261, -0.454, 5.424], [0.778, -0.240, 3.749], [-2.665, -0.728, 5.201], [-2.672, -2.484, 5.014], [-1.511, -1.727, 6.101], [0.579, -2.654, 3.108], [0.395, -2.892, 4.856], [-0.762, -3.620, 3.734], [1.763, 6.320, 0.942], [1.381, 4.456, 0.449], [0.701, 4.801, -1.360], [3.237, 3.883, 0.192], [4.098, 4.556, -0.667], [5.422, 4.166, -0.788], [5.897, 3.111, -0.023], [5.046, 2.437, 0.839], [3.712, 2.810, 0.953], [2.426, 1.779, 2.031], [3.591, 0.389, 2.791], [2.383, 2.925, 3.630], [2.216, 6.828, 0.094], [2.452, 6.339, 1.784], [0.838, 6.822, 1.220], [1.435, 5.316, -1.977], [-0.181, 5.436, -1.261], [0.413, 3.870, -1.842], [3.731, 5.389, -1.256], [6.079, 4.686, -1.473], [6.931, 2.802, -0.109], [5.437, 1.609, 1.415], [3.917, -0.310, 2.023], [3.027, -0.157, 3.545], [4.453, 0.853, 3.265], [3.393, 3.134, 3.976], [1.834, 2.406, 4.416], [1.877, 3.865, 3.420], [-2.572, 3.136, 1.835], [-1.435, 3.763, 1.484], [-0.523, 3.270, 2.655], [-1.574, 5.029, 1.769]],
  "atomic_forces_ev_per_a": [[0.3909, 1.2105, 0.3384], [0.0381, 0.0147, -0.0629], [-0.0405, -0.0574, 0.0251], [0.0422, 0.0187, 0.0923], [-0.0363, 0.0542, -0.0158], [0.0017, -0.0807, 0.0683], [-0.0152, 0.1856, -0.0751], [0.1592, 0.2789, -0.0059], [-0.4487, -1.0434, -0.4324], [0.0666, 0.2813, 0.1771], [-0.0798, 0.1375, 0.1424], [0.0245, -0.0332, -0.0558], [-0.1399, -0.0356, -0.0157], [0.1189, 0.2595, 0.2146], [-0.2473, -0.5163, -0.7287], [0.5447, -0.6620, -1.4065], [0.1150, 0.0414, -0.0174], [-0.1765, 0.0529, -0.0448], [-0.0040, 0.0307, -0.0249], [-0.0597, -0.0239, 0.0450], [-0.0336, -0.0656, -0.0902], [0.1049, 0.0282, 0.0317], [-0.0213, 0.0674, 0.0041], [-0.0328, -0.0136, 0.0634], [-0.5889, -0.6985, 0.0557], [-0.7970, -1.5236, 0.9901], [0.2758, 0.2552, 0.0139], [-0.1031, 0.0527, -0.0879], [0.0268, -0.0450, 0.0133], [-0.1265, -0.0470, -0.1486], [0.0093, -0.0205, -0.0568], [-0.0472, 0.0590, -0.0045], [-0.0013, -0.0030, 0.0219], [-0.0093, 0.0075, 0.0102], [-0.0192, -0.0133, 0.0127], [-0.0129, 0.0092, -0.0062], [-0.0025, 0.0008, -0.0465], [-0.0275, -0.0033, -0.0246], [0.0058, -0.0044, 0.0095], [-0.0086, -0.0199, -0.0072], [0.0126, -0.0079, -0.0003], [0.0148, -0.0741, -0.0042], [0.0174, -0.0660, -0.0708], [-0.0296, 0.0251, 0.0157], [0.0153, 0.0730, 0.0990], [0.0118, -0.0265, 0.0088], [-0.0164, 0.1237, 0.1225], [0.0035, -0.0155, -0.0074], [0.0444, -0.0327, 0.0512], [-0.0039, -0.0190, -0.0192], [0.0181, 0.0025, -0.0125], [-0.0048, -0.0081, -0.0221], [0.0363, 0.0274, -0.0315], [-0.0342, 0.0043, -0.0107], [-0.0369, -0.0128, 0.0124], [-0.0115, -0.0011, -0.0021], [0.0012, -0.0208, -0.0066], [0.0172, -0.0142, 0.0029], [0.0019, -0.0087, 0.0054], [0.0077, -0.0048, -0.0227], [0.0015, -0.0002, -0.0100], [0.0122, 0.0064, -0.0121], [0.0168, -0.0094, -0.0352], [0.0382, 0.0540, 0.0089], [0.0076, -0.0208, -0.0246], [0.0187, 0.0677, -0.0380], [-0.0080, -0.0096, 0.0413], [-0.0009, 0.0162, 0.0597], [-0.0080, -0.0038, -0.0018], [0.0128, -0.0223, 0.0083], [0.0063, -0.0188, -0.0089], [0.0223, -0.0132, -0.0011], [-0.3962, -0.2848, 0.4177], [1.4645, 1.3113, -1.0138], [-0.0444, -0.0594, 0.0813], [-0.2020, -0.0940, 0.0751], [-0.1292, 0.0719, -0.0093], [0.0058, -0.0044, 0.0150], [0.0300, 0.0222, -0.0555], [0.0059, -0.0729, 0.1186], [-0.2711, -0.1329, -0.1170], [1.9056, 0.6443, 0.9581], [-0.4392, -0.1435, -0.3062], [-0.1051, -0.0946, 0.0208], [-0.0036, -0.1221, -0.0904], [-0.0213, -0.0365, 0.0185], [0.0112, 0.0202, -0.0126], [0.0810, -0.0056, 0.0665], [0.0125, 0.0089, 0.0375], [0.0584, -0.0053, -0.0280], [0.0315, -0.0006, -0.0127], [0.0074, -0.0028, 0.0115], [-0.0026, 0.0057, 0.0169], [-0.0093, -0.0099, -0.0293], [-0.0048, 0.0194, -0.0171], [-0.0303, 0.0212, -0.0226], [-0.0385, 0.1271, -0.0402], [0.0542, -0.0839, -0.0926], [-0.0316, 0.0171, -0.0156], [-0.0390, -0.0262, -0.0343], [-0.3062, 0.3332, -0.0458], [-0.4962, -0.1520, 0.9477], [-0.0643, 0.1950, 0.4365], [-0.0628, 0.4081, -0.3443]],
  "mulliken_charge": [-1.119, -1.659, 2.098, -1.969, -1.577, -0.269, -0.316, 0.037, -0.001, 0.970, -0.897, -0.524, -0.644, -0.615, 1.135, 0.213, 2.546, -2.229, -1.912, -1.733, 2.014, -2.010, -1.572, -1.657, 0.801, -0.130, -0.448, -0.845, 2.504, -2.058, -1.739, -1.705, 0.467, 0.311, 0.364, 0.480, 0.371, 0.240, 0.490, 0.295, 0.309, 0.617, 0.491, 0.343, 0.146, 0.744, 0.232, 0.358, 0.430, 0.475, 0.331, 0.459, 0.359, 0.234, 0.380, 0.469, 0.295, 0.483, 0.318, 0.360, 0.311, 0.474, 0.320, 0.389, 0.605, -0.040, 0.392, 0.361, 0.477, 0.264, 0.471, 0.343, -1.182, 1.202, -1.046, 0.450, -0.712, -0.886, -0.739, -0.487, 0.049, 1.560, -1.525, -1.167, 0.407, 0.337, 0.442, 0.466, 0.415, 0.088, 0.324, 0.438, 0.429, 0.374, 0.387, 0.490, 0.483, 0.444, 0.408, 0.275, -0.164, 0.116, -0.377, -0.209],
  "relative_energy_kj_mol": 157.2,
  "charge": 1,
  "lumo_energy_ev": -2.74,
  "gap_ev": 8.116,
  "homo_energy_ev": -10.852
}